{
  "formula": "CH5O2PS",
  "method": "the ωB97M-V functional and the def2-TZVPD basis",
  "spin_multiplicity": 1,
  "energy_ha": -931.11879,
  "de_lowest_kcal_mol": 29.0,
  "smiles": "COP(O)S",
  "symbols": ["C", "O", "O", "P", "S", "H", "H", "H", "H", "H"],
  "positions_angstrom": [[1.46330, 0.77074, -0.09792], [-1.05696, -2.30619, 0.09515], [0.55102, -0.42933, -0.41142], [-0.50924, -0.96257, 0.70939], [-2.08079, 0.34779, -0.03740], [2.47352, 0.63904, -0.01030], [1.04197, 1.16416, 0.80086], [1.19016, 1.54382, -1.02398], [-1.43990, -2.20620, -0.82657], [-1.63308, 1.43872, 0.80218]],
  "mulliken_charge": [-0.576, -0.380, -0.225, 0.287, -0.347, 0.291, 0.272, 0.207, 0.324, 0.148]
}



{
  "formula": "C40H45O6P2ScSe3Te",
  "method": "the ωB97M-V functional and the def2-TZVPD basis",
  "spin_multiplicity": 1,
  "energy_ha": -10918.84614,
  "de_lowest_kcal_mol": 27.4,
  "charge": -2,
  "symbols": ["Sc", "Se", "Se", "Te", "Se", "C", "C", "C", "C", "C", "C", "P", "C", "C", "C", "C", "C", "C", "C", "C", "C", "C", "C", "C", "C", "C", "C", "C", "H", "H", "H", "H", "H", "H", "H", "H", "H", "H", "H", "H", "H", "H", "H", "H", "C", "C", "C", "C", "O", "P", "O", "O", "O", "C", "C", "C", "C", "H", "H", "H", "H", "H", "H", "H", "H", "H", "H", "H", "H", "H", "H", "H", "H", "H", "H", "C", "C", "C", "C", "C", "C", "C", "C", "C", "C", "O", "O", "H", "H", "H", "H", "H", "H", "H", "H", "H", "H", "H"],
  "positions_angstrom": [[0.41710, 0.42212, -0.27331], [0.79568, 4.56639, 1.83189], [1.26443, 2.36492, 1.48230], [-0.99490, 1.51027, 2.43757], [-1.27380, -0.85933, 1.69404], [3.67458, -5.20140, -3.31315], [2.92743, -5.73805, -2.27713], [2.02783, -4.94791, -1.57219], [1.86435, -3.60171, -1.88976], [2.63525, -3.06739, -2.92804], [3.52336, -3.85839, -3.63607], [0.67832, -2.44180, -1.07638], [-0.33780, -3.57741, -0.06428], [0.28772, -4.17452, 1.03395], [-0.43083, -4.94836, 1.92900], [-1.79994, -5.10903, 1.76357], [-2.44221, -4.45892, 0.72137], [-1.72192, -3.69108, -0.18268], [-0.26638, -2.15763, -2.62862], [-1.00092, -3.12241, -3.27317], [-1.56221, -2.85555, -4.53445], [-1.31889, -1.66202, -5.15735], [-0.50169, -0.67860, -4.55438], [-0.14398, 0.51170, -5.22666], [0.70666, 1.39529, -4.62494], [1.18549, 1.16203, -3.31687], [0.84888, 0.05040, -2.56374], [0.01312, -0.90321, -3.24538], [4.37245, -5.82033, -3.86484], [3.03816, -6.78606, -2.02155], [1.43877, -5.38810, -0.77930], [2.52722, -2.01754, -3.17555], [4.10688, -3.42999, -4.44246], [1.34526, -3.99435, 1.20261], [0.06865, -5.39671, 2.77978], [-2.37010, -5.70710, 2.46445], [-3.51906, -4.52911, 0.62180], [-2.23860, -3.14817, -0.96158], [-1.13685, -4.09862, -2.82295], [-2.16437, -3.61287, -5.02464], [-1.73158, -1.45904, -6.14111], [-0.53979, 0.69159, -6.22144], [0.98741, 2.30881, -5.14096], [1.82488, 1.92874, -2.88690], [3.61338, -2.13375, 4.82603], [2.82794, -1.07360, 4.04650], [3.33061, 0.32585, 4.38336], [1.34670, -1.19937, 4.37766], [3.03719, -1.42326, 2.66564], [3.19661, -0.48180, 1.36726], [4.11057, 0.65609, 1.54489], [1.80642, -0.21369, 0.80789], [3.76056, -1.59308, 0.34149], [4.98159, -2.33957, 0.49643], [4.63004, -3.69727, 1.10925], [6.03557, -1.62851, 1.35050], [5.53602, -2.52902, -0.91255], [3.54911, -1.94884, 5.89920], [4.66155, -2.12877, 4.52046], [3.19576, -3.11960, 4.60750], [3.25913, 0.48762, 5.46133], [2.72844, 1.08293, 3.87728], [4.36198, 0.45996, 4.05704], [1.21244, -1.21575, 5.46278], [0.93358, -2.11315, 3.94886], [0.77847, -0.36155, 3.97628], [4.12690, -3.53594, 2.06275], [5.53499, -4.28919, 1.26643], [3.95752, -4.23738, 0.44127], [5.70178, -1.54697, 2.38386], [6.20234, -0.62115, 0.97229], [6.96927, -2.19423, 1.31805], [4.80120, -3.03555, -1.53558], [6.45040, -3.12564, -0.87951], [5.76008, -1.55538, -1.35218], [-6.00579, 4.82059, -2.88522], [-4.81769, 4.05617, -2.35941], [-4.97856, 2.90475, -1.60651], [-3.88958, 2.16757, -1.15328], [-4.13660, 0.95482, -0.30108], [-2.59350, 2.60837, -1.46998], [-2.40634, 3.81765, -2.16989], [-1.05639, 4.41615, -2.45334], [-3.53067, 4.50669, -2.61296], [-1.41506, 1.75418, -1.13212], [-0.26118, 2.24790, -0.98262], [-1.53992, 0.49956, -1.02901], [-6.94131, 4.33142, -2.61287], [-5.95959, 4.89497, -3.97389], [-6.02044, 5.83607, -2.48248], [-5.97986, 2.55892, -1.36837], [-5.19777, 0.86161, -0.06025], [-3.56614, 1.01540, 0.62713], [-3.80196, 0.04719, -0.79859], [-0.43271, 3.73056, -3.02481], [-0.52197, 4.62678, -1.52683], [-1.17598, 5.34274, -3.01979], [-3.39396, 5.42822, -3.17120]],
  "mulliken_charge": [-0.646, -0.708, -0.873, -0.762, -0.385, -0.536, -0.565, -0.832, 1.317, -0.862, -0.652, 1.765, 0.140, -0.670, -0.714, -0.683, -0.684, -0.444, 0.020, -0.289, -1.088, -0.916, 1.153, -0.998, -0.749, -0.849, 0.367, 0.614, 0.335, 0.415, 0.379, 0.326, 0.391, 0.488, 0.397, 0.343, 0.373, 0.360, 0.564, 0.345, 0.355, 0.315, 0.359, 0.358, -1.814, 1.617, -1.616, -0.873, 0.692, -0.077, -0.965, 1.709, -0.298, 1.865, -0.979, -1.769, -1.587, 0.448, 0.355, 0.300, 0.468, 0.232, 0.349, 0.460, 0.176, -0.184, -0.015, 0.459, 0.044, 0.091, 0.394, 0.516, 0.136, 0.423, 0.392, -1.489, 0.893, -1.163, 0.731, -1.093, 0.817, 0.865, -1.153, -1.107, 1.079, -0.420, 0.015, 0.348, 0.319, 0.312, 0.218, 0.323, 0.023, 0.100, 0.077, 0.159, 0.338, 0.290]
}